No. 1
A cluster of 11 separate species, C35H100N14O11 in total, computed with the ωB97M-V functional and the def2-TZVPD basis.

The geometry in ORCA input format:
```
! wB97M-V def2-TZVPD RIJCOSX def2/J DEFGRID3
* xyz 0 1
C 14.174 21.721 13.157
O 14.183 20.334 13.563
C 13.266 19.638 12.715
C 13.404 18.110 12.911
C 14.796 17.620 12.550
N 12.402 17.459 12.062
H 14.734 22.284 13.920
H 13.168 22.129 13.137
H 14.637 21.787 12.191
H 12.199 19.987 12.877
H 13.564 19.852 11.687
H 13.329 17.916 13.993
H 15.586 18.042 13.220
H 15.070 17.878 11.534
H 14.895 16.535 12.676
H 11.478 17.871 12.231
H 12.263 16.480 12.276
C 12.908 14.567 20.588
O 11.808 13.724 20.624
C 10.689 14.408 20.244
C 9.501 13.419 20.092
C 9.847 12.419 19.002
N 8.350 14.202 19.727
H 12.758 15.448 21.165
H 13.192 14.769 19.552
H 13.739 13.954 21.068
H 10.437 15.247 20.914
H 10.845 14.845 19.200
H 9.403 12.840 21.040
H 10.142 12.845 18.061
H 8.957 11.791 18.788
H 10.655 11.724 19.287
H 7.489 13.683 19.744
H 8.204 14.980 20.370
C 18.122 12.315 17.624
O 18.064 12.974 18.936
C 17.186 12.334 19.801
C 17.201 12.929 21.166
C 16.182 12.082 22.053
N 16.896 14.359 21.226
H 18.582 11.320 17.728
H 18.815 12.897 17.029
H 17.135 12.258 17.078
H 16.149 12.313 19.444
H 17.464 11.283 19.903
H 18.207 12.789 21.591
H 16.216 12.314 23.147
H 16.237 11.006 21.903
H 15.142 12.296 21.756
H 17.661 14.962 20.990
H 16.105 14.571 20.605
C 15.237 19.642 17.125
O 14.227 19.784 18.080
C 13.013 19.137 17.763
C 11.953 19.164 18.890
C 11.670 20.627 19.389
N 12.189 18.229 20.005
H 14.902 20.018 16.120
H 15.536 18.575 17.097
H 16.070 20.258 17.450
H 12.523 19.687 16.989
H 13.234 18.072 17.463
H 11.047 18.722 18.428
H 11.463 21.228 18.507
H 12.532 21.041 19.906
H 10.802 20.556 20.053
H 12.148 17.271 19.615
H 13.210 18.311 20.079
C 9.885 15.287 12.168
O 10.637 15.170 13.352
C 10.097 16.100 14.420
C 9.597 15.503 15.727
C 8.351 14.613 15.432
N 9.375 16.475 16.780
H 10.365 14.682 11.409
H 9.842 16.337 11.838
H 8.868 14.947 12.342
H 10.922 16.829 14.520
H 9.232 16.665 14.061
H 10.441 14.838 15.979
H 8.684 13.928 14.669
H 7.570 15.254 14.998
H 8.028 14.087 16.372
H 10.232 16.707 17.237
H 8.726 16.057 17.420
C 18.066 18.518 15.152
O 18.515 17.174 15.268
C 18.218 16.507 16.460
C 19.170 16.700 17.671
C 20.597 16.189 17.417
N 18.500 16.022 18.761
H 16.958 18.550 15.015
H 18.589 18.970 14.319
H 18.273 19.075 16.068
H 17.170 16.653 16.787
H 18.224 15.437 16.209
H 19.187 17.770 17.896
H 21.234 16.295 18.295
H 21.093 16.677 16.554
H 20.657 15.105 17.144
H 17.553 16.368 18.836
H 18.474 14.992 18.590
C 13.587 12.342 17.892
O 13.077 11.071 18.171
C 12.325 10.592 17.092
C 11.969 9.098 17.237
C 11.078 8.780 18.393
N 13.199 8.285 17.347
H 13.885 12.472 16.835
H 14.452 12.490 18.511
H 12.860 13.098 18.207
H 11.395 11.182 16.979
H 12.893 10.779 16.135
H 11.409 8.856 16.325
H 11.521 9.154 19.303
H 10.915 7.712 18.527
H 10.146 9.313 18.267
H 14.016 8.739 16.918
H 13.425 8.264 18.337
C 13.632 12.035 8.908
O 13.380 12.778 10.020
C 13.725 12.202 11.275
C 12.759 12.537 12.361
C 13.174 11.888 13.575
N 11.444 11.943 12.055
H 12.800 11.357 8.631
H 14.564 11.454 9.003
H 13.768 12.719 8.096
H 13.753 11.118 11.174
H 14.707 12.550 11.566
H 12.774 13.634 12.482
H 13.174 10.798 13.427
H 12.587 12.052 14.446
H 14.217 12.114 13.838
H 10.794 12.396 12.695
H 11.170 12.329 11.132
N 16.102 17.126 21.921
C 15.672 17.425 20.734
N 15.556 18.708 20.525
O 15.400 16.592 19.877
H 15.977 17.769 22.705
H 16.147 16.103 22.098
H 15.753 19.340 21.277
H 15.112 18.967 19.661
N 17.963 14.806 13.453
C 16.988 14.092 14.011
N 16.967 12.812 13.588
O 16.278 14.615 14.865
H 18.054 15.730 13.860
H 18.461 14.519 12.635
H 16.077 12.287 13.648
H 17.603 12.477 12.876
N 14.602 15.523 17.222
C 13.421 15.627 16.628
N 13.493 15.304 15.323
O 12.389 15.981 17.229
H 15.419 15.085 16.827
H 14.607 15.820 18.183
H 12.670 15.285 14.776
H 14.334 15.209 14.825
*
```

Energy relative to the best compared isomer or geometry (same formula, charge and spin) ... 0.00 kJ/mol
HOMO level ... -8.7 eV
Structure (SMILES) ... COC[C@H](C)N.COC[C@H](C)N.COC[C@H](C)N.COC[C@H](C)N.COC[C@H](C)N.COC[C@H](C)N.COC[C@H](C)N.COC[C@H](C)N.NC(N)=O.NC(N)=O.NC(N)=O
E_LUMO ... 0.273 eV
Frontier orbital gap ... 8.94 eV

No. 2
A cluster of 15 separate species, C35H102N2O15 in total, computed with the ωB97M-V functional and the def2-TZVPD basis.

The geometry in ORCA input format:
```
! wB97M-V def2-TZVPD RIJCOSX def2/J DEFGRID3
* xyz 1 2
C -3.515 -1.866 -4.002
C -2.905 -1.838 -5.374
C -1.441 -1.392 -5.328
O -2.794 -3.165 -5.841
H -3.478 -0.843 -3.629
H -2.926 -2.489 -3.330
H -4.574 -2.117 -4.070
H -3.497 -1.241 -6.068
H -1.005 -1.392 -6.327
H -0.778 -2.080 -4.803
H -1.279 -0.401 -4.904
H -2.045 -3.213 -6.439
C 4.345 -0.414 2.623
C 3.357 -0.431 3.855
C 1.954 -0.193 3.436
O 3.367 -1.701 4.425
H 4.180 0.519 2.084
H 4.078 -1.296 2.041
H 5.399 -0.475 2.892
H 3.648 0.327 4.581
H 1.305 -0.149 4.310
H 1.544 -0.852 2.670
H 1.869 0.742 2.882
H 2.865 -1.655 5.242
C -1.395 -0.807 -1.295
C -1.520 0.091 -0.043
C -0.202 0.323 0.680
O -1.923 1.383 -0.465
H -0.636 -0.540 -2.030
H -2.389 -0.916 -1.730
H -1.077 -1.804 -0.992
H -2.175 -0.434 0.652
H -0.333 0.956 1.558
H 0.519 0.738 -0.024
H 0.180 -0.598 1.122
H -2.677 1.668 0.057
C -2.866 0.632 3.636
C -1.975 -0.276 4.512
C -1.490 0.494 5.751
O -2.799 -1.356 4.889
H -3.174 0.233 2.670
H -2.332 1.571 3.493
H -3.815 0.863 4.121
H -1.089 -0.696 4.035
H -2.238 1.148 6.199
H -0.637 1.056 5.370
H -1.154 -0.202 6.519
H -2.247 -1.898 5.458
C 0.340 3.423 3.905
C 1.792 3.845 3.712
C 1.993 5.306 3.822
O 2.498 3.154 4.729
H 0.279 2.363 3.657
H -0.417 3.996 3.368
H 0.051 3.471 4.955
H 2.147 3.537 2.728
H 2.060 5.646 4.856
H 1.161 5.845 3.368
H 2.862 5.643 3.257
H 3.439 3.293 4.601
C 4.928 1.802 -2.383
C 4.716 0.380 -1.870
C 5.739 -0.016 -0.796
O 3.462 0.226 -1.220
H 4.212 2.092 -3.152
H 5.845 1.945 -2.955
H 4.845 2.536 -1.581
H 4.627 -0.399 -2.627
H 5.495 -0.934 -0.260
H 5.758 0.742 -0.013
H 6.740 -0.229 -1.170
H 2.773 0.472 -1.843
C 0.972 -3.479 0.527
C 1.948 -4.620 0.556
C 2.945 -4.418 1.695
O 1.273 -5.824 0.792
H 0.461 -3.429 1.489
H 0.247 -3.567 -0.282
H 1.504 -2.527 0.515
H 2.555 -4.604 -0.349
H 2.433 -4.648 2.630
H 3.306 -3.413 1.910
H 3.806 -5.085 1.653
H 0.581 -5.875 0.129
C 1.330 -3.221 -2.885
C 2.822 -2.686 -2.961
C 3.725 -3.861 -3.339
O 2.764 -1.885 -4.109
H 0.865 -3.459 -3.841
H 0.793 -2.438 -2.350
H 1.286 -4.109 -2.254
H 3.103 -2.128 -2.068
H 3.812 -4.608 -2.550
H 4.730 -3.472 -3.502
H 3.356 -4.448 -4.181
H 2.727 -0.968 -3.827
C -6.503 3.480 0.809
C -5.010 3.254 1.001
C -4.593 3.290 2.442
O -4.601 2.028 0.481
H -7.105 2.613 1.078
H -6.634 3.792 -0.227
H -6.863 4.326 1.394
H -4.548 4.102 0.496
H -4.926 4.231 2.880
H -3.513 3.274 2.583
H -5.115 2.500 2.983
H -5.265 1.380 0.726
O 1.799 0.514 -3.432
H 0.899 0.814 -3.309
H 2.078 0.923 -4.251
O -2.528 4.818 -1.001
H -3.082 4.103 -1.316
H -1.687 4.680 -1.437
O -4.297 2.722 -2.314
H -4.454 2.407 -1.424
H -5.166 2.755 -2.713
O -0.556 1.770 -3.056
H -1.216 2.251 -3.557
H -0.991 1.556 -2.231
C 0.151 8.034 0.369
C 1.459 7.204 0.600
C 1.472 5.761 0.089
O 0.445 4.985 0.733
C 0.439 3.649 0.235
N 2.671 7.951 0.196
H -0.784 7.495 0.521
H -0.048 8.342 -0.658
H 0.049 8.974 0.911
H 1.599 7.197 1.681
H 2.449 5.304 0.247
H 1.301 5.798 -0.987
H 1.376 3.093 0.244
H 0.103 3.596 -0.800
H -0.255 3.116 0.885
H 2.762 8.025 -0.807
H 2.667 8.933 0.431
C -2.641 -5.100 -0.516
C -1.701 -6.280 -0.643
C -2.358 -7.383 -1.516
O -1.360 -8.204 -2.025
C -1.775 -9.275 -2.854
N -0.462 -5.861 -1.303
H -2.925 -4.569 -1.424
H -2.174 -4.358 0.131
H -3.612 -5.292 -0.059
H -1.423 -6.778 0.285
H -2.870 -6.897 -2.346
H -3.130 -7.937 -0.982
H -2.484 -9.844 -2.251
H -0.880 -9.897 -2.838
H -2.096 -9.069 -3.875
H -0.731 -5.077 -1.880
H -0.274 -6.605 -1.958
*
```

HOMO level (spin up / spin down) ... -10.6 / -10.6 eV
E_LUMO (spin up / spin down) ... -1.840 / -8.332 eV
Expectation value of S² ... 0.755
Frontier orbital gap (spin up / spin down) ... 8.76 / 2.27 eV